1.
Molecular formula: C18H33Br3Cl5CsMgNaO10Si
Method: DFT, ωB97M-V/def2-TZVPD

The value obtained for the HOMO-LUMO gap is 1.430 eV. The total charge is +1. As for the HOMO energy: -7.706 eV. The largest force on an atom is 13.9 eV/A.

Element x y z (Å)
C 4.15 -0.14 2.06
Si 2.91 -0.58 0.66
C 2.64 -2.48 0.52
C 3.58 0.24 -0.98
C 1.13 0.21 0.91
C 0.33 -0.02 -0.50
C -1.30 -0.16 -0.38
C -1.84 -1.10 0.85
O -2.95 -0.67 1.51
O -1.19 -2.39 1.27
O 1.30 1.68 1.10
C 0.04 2.28 1.58
O -0.25 2.16 2.90
H 5.01 -0.96 2.02
H 4.66 0.91 1.82
H 3.68 -0.18 3.14
H 1.49 -2.71 0.39
H 3.21 -2.99 -0.38
H 2.98 -2.97 1.56
H 3.86 -0.58 -1.79
H 4.51 0.91 -0.68
H 2.77 1.00 -1.43
H 0.61 -0.25 1.86
H 0.54 0.93 -1.18
H 0.85 -0.92 -1.08
H -1.78 0.90 -0.25
H -1.67 -0.68 -1.38
H -1.02 -2.87 0.39
H -0.73 2.86 0.89
O -1.24 0.43 -3.05
H -2.06 0.89 -2.97
Mg -2.25 1.81 -1.85
C 5.03 -5.17 3.05
C 5.49 -4.63 1.68
O 5.49 -3.31 1.77
H 4.02 -4.83 3.30
H 5.01 -6.27 3.03
H 5.71 -4.87 3.86
H 4.83 -5.11 0.95
H 6.44 -5.15 1.48
Na 5.25 -7.62 3.47
C 3.76 0.76 -5.04
Br 2.28 0.20 -3.91
Br 3.43 2.50 -5.85
Br 5.45 0.72 -4.08
H 3.84 0.03 -5.85
C -2.61 1.67 5.53
C -3.15 0.27 5.43
O -4.40 0.36 6.08
C -4.79 1.66 6.02
O -5.90 2.06 6.33
O -3.79 2.46 5.56
H -1.99 1.93 4.67
H -2.05 1.83 6.45
H -3.31 -0.04 4.40
H -2.50 -0.46 5.93
Cl 4.70 -4.89 -1.03
C -7.56 2.68 -4.22
C -6.53 1.83 -3.53
O -5.60 2.33 -2.91
C -6.70 0.33 -3.61
H -7.32 3.74 -4.08
H -7.56 2.46 -5.29
H -8.55 2.49 -3.80
H -6.66 0.02 -4.66
H -7.65 0.04 -3.16
H -5.88 -0.15 -3.06
C 0.25 5.29 -3.89
Cl 1.45 5.46 -2.59
Cl -0.43 3.65 -3.87
Cl -1.06 6.48 -3.65
Cl 1.03 5.59 -5.46
Cs 0.55 -0.93 -3.00

=====

2.
Molecular formula: C18H33Cl9O9
Method: DFT, ωB97M-V/def2-TZVPD

The value obtained for the HOMO-LUMO gap is 7.247 eV. The total charge is 0. The energy relative to the best compared isomer or geometry (same formula, charge and spin) is 3534.6 kJ/mol. As for the HOMO energy: -7.724 eV. The largest force on an atom is 15.7 eV/A.

Element x y z (Å)
C -0.92 -4.08 1.16
Cl -2.52 -4.86 1.57
Cl -0.39 -2.92 2.47
Cl -0.91 -3.37 -0.42
H -0.20 -4.90 1.07
C -2.01 -1.59 -3.30
Cl -2.02 -1.57 -1.47
Cl -1.58 -3.20 -3.92
Cl -0.84 -0.47 -4.04
H -3.04 -1.40 -3.60
C -0.75 -0.93 0.38
Cl -0.47 -0.76 2.18
Cl 0.68 -1.62 -0.40
Cl -1.12 0.62 -0.32
H -1.64 -1.53 0.22
C 4.56 0.98 3.05
O 3.41 0.47 3.73
C 2.65 -0.40 3.22
O 2.68 -0.83 2.04
O 1.86 -0.93 4.16
C 0.79 -1.88 3.91
H 5.09 0.18 2.54
H 5.18 1.47 3.80
H 4.30 1.56 2.17
H 0.30 -2.13 4.85
H 1.16 -2.82 3.51
H 0.13 -1.45 3.16
C 0.40 2.71 -1.17
O 1.42 3.51 -0.52
C 1.96 3.02 0.70
O 2.75 3.65 1.45
O 1.63 1.71 0.87
C 1.80 1.09 2.10
H -0.47 2.43 -0.58
H 0.72 1.75 -1.59
H -0.03 3.26 -2.01
H 1.23 0.16 2.13
H 1.25 1.57 2.91
H 2.88 1.08 2.28
C -4.27 -2.04 0.35
C -3.72 -0.67 0.24
O -3.01 -0.19 1.13
C -4.15 0.15 -0.97
H -4.43 -2.66 -0.54
H -5.17 -2.18 0.94
H -3.58 -2.61 0.98
H -3.53 1.05 -0.91
H -5.14 0.58 -0.87
H -3.92 -0.47 -1.84
C -2.52 3.66 -2.58
C -1.70 2.37 -2.57
O -0.62 2.26 -3.21
C -2.30 1.24 -1.80
H -3.24 3.57 -3.39
H -1.70 4.34 -2.82
H -2.87 3.89 -1.58
H -1.58 0.44 -1.95
H -3.30 1.00 -2.18
H -2.18 1.39 -0.73
C 2.48 -0.17 -0.38
C 3.73 -0.63 -1.08
O 4.51 -1.43 -0.61
C 3.93 -0.13 -2.54
H 2.76 0.43 0.48
H 1.80 -0.96 -0.04
H 1.92 0.35 -1.16
H 3.71 0.93 -2.60
H 3.24 -0.64 -3.21
H 4.93 -0.44 -2.86

=====

3.
Molecular formula: C18H33F5MoN4O3PSSe
Method: DFT, ωB97M-V/def2-TZVPD

The value obtained for the HOMO-LUMO gap (alpha / beta) is 4.964 / 5.241 eV. The total charge is +1. The energy relative to the best compared isomer or geometry (same formula, charge and spin) is 126.0 kJ/mol. As for the HOMO energy (alpha / beta): -9.507 / -9.508 eV. The largest force on an atom is 3.5 eV/A.

Element x y z (Å)
Mo 0.35 0.71 -0.81
N 1.11 -1.28 -0.50
C 0.96 -2.12 -1.68
C -0.25 -1.64 -2.49
N -0.12 -0.21 -2.81
C -1.40 0.36 -3.21
C -1.32 1.89 -3.22
N -0.78 2.36 -1.94
C 0.94 -0.01 -3.83
C 1.89 1.13 -3.45
N 2.16 1.10 -2.02
H 0.74 -1.74 0.34
H 2.16 -1.19 -0.31
H 1.88 -2.06 -2.28
H 0.83 -3.18 -1.42
H -0.36 -2.24 -3.41
H -1.14 -1.78 -1.88
H -1.71 0.01 -4.21
H -2.16 0.06 -2.48
H -0.69 2.23 -4.04
H -2.33 2.30 -3.40
H -0.20 3.19 -2.05
H -1.53 2.64 -1.30
H 1.52 -0.92 -3.92
H 0.50 0.19 -4.81
H 2.81 1.04 -4.04
H 1.46 2.11 -3.69
H 2.88 0.39 -1.79
H 2.59 1.97 -1.72
F 5.10 1.04 5.03
C 4.85 0.65 3.79
C 3.59 0.18 3.43
F 2.60 0.12 4.32
C 3.36 -0.25 2.14
F 2.13 -0.73 1.85
C 4.35 -0.24 1.15
S 4.11 -0.85 -0.45
C 5.60 0.26 1.53
F 6.58 0.31 0.62
C 5.85 0.70 2.82
F 7.06 1.18 3.14
Se 1.13 2.23 0.78
C -4.03 -2.61 0.91
C -3.04 -1.93 -0.02
O -2.91 -0.55 0.30
P -1.49 0.20 0.67
O -2.11 1.40 1.50
C -3.01 2.36 0.95
C -4.37 2.27 1.62
O -0.80 -0.67 1.79
C -1.10 -0.62 3.21
C -0.94 -2.02 3.77
H -4.28 -3.59 0.50
H -4.94 -2.02 0.98
H -3.62 -2.75 1.90
H -3.40 -1.98 -1.06
H -2.07 -2.43 0.06
H -3.14 2.19 -0.12
H -2.57 3.35 1.12
H -4.75 1.25 1.54
H -5.06 2.95 1.14
H -4.30 2.53 2.67
H -2.11 -0.23 3.36
H -0.37 0.06 3.66
H -1.62 -2.71 3.28
H -1.17 -2.01 4.83
H 0.08 -2.36 3.63

=====

4.
Molecular formula: C18H33FN6O7SW
Method: DFT, ωB97M-V/def2-TZVPD

The value obtained for the HOMO-LUMO gap (alpha / beta) is 7.542 / 7.537 eV. The total charge is +2. The energy relative to the best compared isomer or geometry (same formula, charge and spin) is 63.9 kJ/mol. As for the HOMO energy (alpha / beta): -13.952 / -13.947 eV. The largest force on an atom is 1.1 eV/A.

Element x y z (Å)
W 0.14 0.11 0.11
C 0.99 2.87 1.54
N 0.60 2.43 0.18
C 1.67 2.90 -0.74
C -0.61 3.20 -0.22
C -1.81 2.66 0.50
N -1.97 1.24 0.12
C -3.04 0.69 1.00
C -2.56 1.20 -1.26
H 1.04 3.96 1.57
H 1.97 2.48 1.79
H 0.28 2.52 2.28
H 1.76 3.98 -0.65
H 1.39 2.65 -1.77
H 2.62 2.44 -0.49
H -0.73 3.12 -1.30
H -0.45 4.26 0.02
H -2.71 3.22 0.24
H -1.69 2.71 1.58
H -3.96 1.26 0.81
H -2.76 0.82 2.04
H -3.21 -0.35 0.78
H -3.48 1.79 -1.26
H -2.80 0.17 -1.50
H -1.88 1.59 -2.00
C 1.22 -0.68 4.37
C 1.17 -0.39 2.92
N 0.06 -0.30 2.18
O -1.12 -0.41 2.92
C 2.34 -0.20 2.11
C 3.76 -0.44 2.48
N 1.88 0.21 0.96
O 2.13 0.22 -0.33
H 0.29 -1.10 4.74
H 1.41 0.24 4.93
H 2.03 -1.37 4.59
H -1.42 -1.33 2.82
H 4.12 0.30 3.19
H 4.40 -0.38 1.59
H 3.88 -1.42 2.94
F 3.11 -3.35 -4.43
C 2.33 -2.43 -3.89
C 1.14 -2.73 -3.39
N 0.33 -1.76 -2.79
C -1.05 -2.11 -2.43
C -1.34 -2.29 -0.93
O -1.73 -3.33 -0.49
O -1.29 -1.17 -0.20
C 0.77 -0.50 -2.68
O 0.09 0.37 -2.05
N 1.93 -0.17 -3.26
C 2.86 -1.06 -3.87
O 3.92 -0.68 -4.26
H 0.74 -3.74 -3.42
H -1.29 -3.05 -2.92
H -1.71 -1.34 -2.82
H 2.26 0.78 -3.15
C 3.20 -3.51 0.22
S 1.65 -3.03 0.97
C 0.76 -4.57 0.78
O 1.05 -2.06 -0.06
H 3.72 -4.20 0.89
H 3.80 -2.60 0.10
H 3.02 -3.98 -0.74
H 1.24 -5.30 1.44
H 0.80 -4.90 -0.25
H -0.27 -4.41 1.08

=====

5.
Molecular formula: C18H33N3O4S
Method: DFT, ωB97M-V/def2-TZVPD

The value obtained for the HOMO-LUMO gap is 9.267 eV. The total charge is 0. As for the HOMO energy: -8.782 eV. The largest force on an atom is 18.5 eV/A.

Element x y z (Å)
C -0.93 4.40 -4.73
H -1.94 4.17 -4.97
H -0.38 3.71 -5.44
H -0.73 5.34 -5.29
C -0.29 4.36 -3.41
C -1.37 5.29 -2.44
C -0.91 5.44 -0.86
C -0.89 3.98 -0.51
C 0.03 3.05 -1.26
N 0.21 1.90 -0.55
C 1.14 1.13 -0.43
O 2.32 1.49 -0.92
C 1.43 -0.12 0.24
C 2.06 -1.15 -0.31
C 2.63 -2.28 0.62
N 1.58 -2.38 1.91
S 0.33 -3.08 1.38
O 0.57 -4.12 0.42
O -0.99 -2.23 0.91
N -0.22 -3.84 2.91
C -1.51 -4.28 2.98
H -2.27 -3.45 2.78
C -2.01 -5.55 2.42
H -2.98 -5.85 2.83
O -1.11 -6.70 2.62
C 0.31 -6.20 2.49
H 1.10 -7.05 2.97
C 0.61 -4.94 3.09
H 1.76 -4.66 2.96
H 0.77 -4.94 4.31
H 0.36 -6.23 1.38
H -1.74 -5.53 1.21
H -1.74 -4.22 4.11
C 1.49 -1.20 2.59
C 1.69 0.08 1.81
H 2.47 0.39 1.79
H 1.09 0.86 2.05
H 0.23 -1.12 3.12
H 1.96 -1.26 3.46
H 2.57 -3.27 0.36
H 3.54 -1.78 1.33
H 2.91 -0.68 -0.46
H 1.68 -1.72 -1.06
H 0.33 -0.49 0.37
H -0.72 1.29 -0.22
H 1.09 3.72 -1.28
C -0.34 3.09 -2.65
C -1.59 2.33 -2.79
H -2.02 1.97 -3.95
H -1.66 1.09 -2.23
H -2.59 2.66 -2.38
H 0.33 2.40 -3.25
H -0.57 4.27 0.42
H -1.85 3.73 -0.29
H -1.65 6.23 -0.47
H -0.15 6.02 -0.91
H -2.38 4.87 -2.60
H -1.46 6.23 -2.91
H 0.41 4.82 -3.27

=====

6.
Molecular formula: C18H33NO16S2
Method: DFT, ωB97M-V/def2-TZVPD

The value obtained for the HOMO-LUMO gap is 7.759 eV. The total charge is 0. As for the HOMO energy: -8.252 eV. The largest force on an atom is 4.6 eV/A. The SMILES is CCOCCOC[C@@](COC(C)=O)(N=C(C)C)OC(=O)COO.O=S1(=O)OCCO1.O=S1(=O)OCCO1.

Element x y z (Å)
C 4.52 0.25 1.98
C 4.08 1.81 2.04
O 3.91 2.29 0.68
C 2.69 3.04 0.54
C 1.36 2.12 0.58
O 0.53 2.31 -0.58
C -0.84 1.94 -0.31
C -1.05 0.33 -0.13
C -0.91 -0.16 1.38
O -1.42 0.83 2.35
C -1.24 0.36 3.67
C -2.49 0.40 4.68
O -0.16 -0.09 4.10
N -2.33 0.00 -0.79
C -3.35 -0.15 0.03
C -4.19 1.11 0.57
C -3.88 -1.58 0.55
O 0.01 -0.26 -0.98
C 0.17 -1.64 -0.71
O -0.72 -2.50 -0.66
C 1.71 -2.13 -0.51
O 1.82 -3.25 0.37
O 1.56 -2.75 1.63
H 5.59 0.12 2.38
H 4.53 -0.10 0.89
H 3.82 -0.43 2.55
H 3.18 1.98 2.71
H 4.96 2.35 2.53
H 2.71 3.52 -0.51
H 2.56 3.84 1.34
H 1.75 1.03 0.55
H 0.80 2.21 1.58
H -1.35 2.54 0.51
H -1.42 2.19 -1.28
H 0.21 -0.24 1.61
H -1.34 -1.19 1.60
H -3.34 0.91 4.11
H -2.84 -0.64 4.95
H -2.28 1.07 5.58
H -5.24 1.00 0.10
H -4.34 1.09 1.69
H -3.76 2.08 0.16
H -3.71 -1.67 1.68
H -3.31 -2.44 0.05
H -4.98 -1.75 0.33
H 2.27 -1.19 -0.15
H 2.11 -2.36 -1.56
H 0.62 -3.04 1.78
C 6.39 2.65 -1.65
C 5.93 2.45 -3.08
O 7.14 2.32 -3.84
S 8.27 1.61 -2.91
O 8.29 0.21 -3.22
O 9.44 2.42 -2.93
O 7.52 1.80 -1.49
H 6.71 3.68 -1.48
H 5.61 2.40 -0.93
H 5.34 3.29 -3.45
H 5.36 1.52 -3.19
C -5.51 -3.24 -2.52
C -6.52 -3.48 -3.62
O -7.64 -4.09 -2.97
S -7.75 -3.52 -1.46
O -8.72 -2.46 -1.46
O -7.80 -4.62 -0.56
O -6.28 -2.84 -1.38
H -4.97 -4.16 -2.27
H -4.79 -2.46 -2.78
H -6.13 -4.13 -4.41
H -6.86 -2.54 -4.06

=====

7.
Molecular formula: C18H33NO3
Method: DFT, ωB97M-V/def2-TZVPD

The value obtained for the HOMO-LUMO gap is 10.423 eV. The total charge is 0. The energy relative to the best compared isomer or geometry (same formula, charge and spin) is 347.5 kJ/mol. As for the HOMO energy: -9.964 eV. The largest force on an atom is 9.7 eV/A. The SMILES is CCCCCCCCCC[C@H]1OC(=O)C[C@@H]1COC.CC#N.

Element x y z (Å)
C -4.26 5.70 -2.22
C -2.89 6.66 -2.11
C -2.14 6.45 -0.65
C -0.60 5.83 -0.87
C -0.54 4.48 0.06
C 0.60 3.37 -0.45
C 1.14 2.63 0.91
C 1.53 1.05 0.73
C 0.23 0.03 0.65
C 0.53 -1.23 1.68
C -0.21 -2.63 1.27
O -1.70 -2.59 1.21
C -2.24 -3.35 0.06
O -3.43 -3.19 -0.57
C -1.04 -4.45 -0.23
C 0.23 -3.38 -0.15
C 1.65 -4.22 -0.12
O 1.68 -5.32 -1.13
C 1.48 -4.75 -2.50
H -3.93 4.59 -2.51
H -4.91 6.17 -3.07
H -4.79 5.72 -1.17
H -3.28 7.79 -2.16
H -2.20 6.40 -3.04
H -2.12 7.47 -0.05
H -2.78 5.71 0.03
H -0.44 5.59 -2.01
H 0.17 6.64 -0.47
H -0.30 4.85 1.17
H -1.54 3.89 0.13
H 0.19 2.65 -1.27
H 1.46 4.04 -0.94
H 0.38 2.84 1.80
H 2.15 3.19 1.22
H 2.11 0.74 1.73
H 2.28 0.83 -0.15
H -0.80 0.55 0.82
H 0.25 -0.44 -0.45
H 1.71 -1.43 1.61
H 0.26 -1.00 2.80
H 0.27 -3.39 2.06
H -1.19 -5.05 -1.24
H -0.92 -5.34 0.55
H 0.02 -2.65 -1.05
H 2.58 -3.50 -0.32
H 1.81 -4.76 0.93
H 1.79 -3.62 -2.55
H 2.14 -5.32 -3.29
H 0.36 -4.97 -2.78
C 3.13 -6.85 2.66
C 3.36 -5.92 3.78
N 3.54 -5.19 4.66
H 4.07 -7.14 2.17
H 2.65 -7.78 2.99
H 2.49 -6.42 1.89